CH3N2OS | wB97M-V/def2-TZVPD

SMILES string   C1=[NH+]OSN1
Energy above the lowest of the compared OMol25 structures with the same formula, charge and spin   119.64 kJ/mol
HOMO level   -13.74 eV
Frontier orbital gap   8.237 eV
Total energy   -622.43789 hartree

Structure (ORCA input):
```
! wB97M-V def2-TZVPD RIJCOSX def2/J DEFGRID3
* xyz 1 1
C 0.00607 0.04608 -0.01731
N 0.89816 0.99497 -0.06836
N 0.52484 -1.12854 -0.00018
O 1.84423 -1.24006 -0.02200
S 2.56362 0.37582 0.00994
H -1.09876 -0.06756 -0.23144
H 0.63787 1.89963 0.26379
H -0.02896 -2.07622 0.20159
*
```

=====

C2H11NO4 | wB97M-V/def2-TZVPD

SMILES string   NCC=O.O.O.O
Energy above the lowest of the compared OMol25 structures with the same formula, charge and spin   251.23 kJ/mol
HOMO level   -9.84 eV
Frontier orbital gap   10.288 eV
Total energy   -438.46181 hartree

Structure (ORCA input):
```
! wB97M-V def2-TZVPD RIJCOSX def2/J DEFGRID3
* xyz 0 1
O -2.29150 0.44151 -1.98379
C -1.24816 -0.15394 -1.95752
C -0.17911 0.13664 -0.88346
N -0.78731 0.77736 0.29785
H -1.09007 -1.07115 -2.54451
H 0.39227 -0.74859 -0.35546
H 0.72709 0.65366 -1.19483
H -0.55281 1.78247 0.30427
H -1.79609 0.73408 0.33456
H 0.72819 -4.11685 -2.67148
H 1.75551 -3.24236 -2.43320
O 0.78481 -3.25770 -2.34891
H 0.29743 -0.65292 3.33115
H -0.42686 0.13060 2.28060
O -0.49378 -0.16389 3.24672
H 1.59158 3.22359 1.54581
H 0.86939 2.77939 2.69719
O 1.71942 2.74810 2.33498
*
```

=====

C17H37N15O11 | wB97M-V/def2-TZVPD

HOMO level   -7.87 eV
Frontier orbital gap   6.055 eV
Total energy   -2319.02029 hartree

Structure (ORCA input):
```
! wB97M-V def2-TZVPD RIJCOSX def2/J DEFGRID3
* xyz 0 1
C 7.30782 0.99755 2.11324
C 5.91904 0.77999 2.27935
C 4.75229 1.58588 1.49433
C 3.38831 0.75673 1.80306
C 3.22340 -0.56653 0.97274
C 1.96351 -1.47804 1.22182
C 1.89115 -2.82551 0.37360
O 1.63277 -2.84432 -0.85352
O 2.18219 -4.05459 1.04130
C 0.92896 -1.00963 2.28944
C -0.36849 -1.93559 2.57518
O -1.33525 -1.83054 1.72891
O -0.49405 -2.80648 3.62693
C 1.22615 0.34561 3.03357
N 2.40863 1.16567 2.78698
H 8.04090 0.36335 2.74199
H 7.76611 1.77265 1.40726
H 5.61084 -0.05158 3.01932
H 4.94054 1.44891 0.36107
H 4.66447 2.68014 1.80657
H 4.01086 -0.87516 0.18821
H 2.87126 -3.89221 1.74137
H 0.49612 0.72299 3.84744
H 2.55115 2.03139 3.33864
C -2.89700 0.29682 4.07839
O -1.73199 0.52165 3.76366
N -3.65897 1.18699 4.75479
N -3.51737 -0.86257 3.77358
H -4.61729 1.01795 5.02050
H -3.23103 2.06429 5.00001
H -2.97994 -1.55356 3.26699
H -4.46804 -1.06817 4.01961
C -7.63542 1.21522 5.22384
O -6.47431 1.44620 4.90984
N -8.39798 2.10188 5.90307
N -8.25642 0.05020 4.91699
H -9.35045 1.93122 6.16910
H -7.97062 2.98311 6.15055
H -7.72080 -0.63635 4.41042
H -9.20628 -0.15897 5.16450
C -7.40379 5.95368 7.41600
O -7.83200 4.81016 7.47377
N -8.09395 6.96404 6.83411
N -6.20185 6.30992 7.92897
H -7.76010 7.90893 6.77640
H -8.99325 6.73850 6.44055
H -5.65832 5.58554 8.37022
H -5.83216 7.24238 7.89208
C 4.50717 -3.17759 -4.45863
O 5.33738 -3.61048 -5.24672
N 3.80528 -3.97817 -3.62396
N 4.21772 -1.85639 -4.35290
H 3.11943 -3.64214 -2.96984
H 3.99106 -4.96704 -3.67210
H 4.71973 -1.22608 -4.95794
H 3.53999 -1.48181 -3.71329
C 4.15095 -2.71118 -8.98326
O 4.90726 -3.58237 -9.38521
N 4.11787 -2.30940 -7.68786
N 3.27769 -2.06762 -9.79636
H 3.50244 -1.59433 -7.33938
H 4.75476 -2.76457 -7.04655
H 3.27077 -2.33657 -10.76681
H 2.64884 -1.34819 -9.48454
C 4.57060 1.38328 -8.14591
O 3.38877 1.06556 -8.10592
N 5.56907 0.47115 -8.18991
N 4.98030 2.67573 -8.14938
H 6.54395 0.70858 -8.22291
H 5.30093 -0.50274 -8.18907
H 4.26492 3.38415 -8.11734
H 5.94327 2.95691 -8.18185
C -4.01243 -2.45495 -1.12802
O -4.59711 -1.75660 -0.31449
N -2.81225 -3.02882 -0.87363
N -4.51640 -2.71770 -2.36191
H -2.31858 -3.60524 -1.53033
H -2.40174 -2.85786 0.03446
H -5.40788 -2.30884 -2.58989
H -4.05312 -3.28842 -3.04523
*
```

=====

C8H5IrN2O5 | wB97M-V/def2-TZVPD

<S²>   8.7706
Energy above the lowest of the compared OMol25 structures with the same formula, charge and spin   164.45 kJ/mol
HOMO level (alpha / beta)   -17.39 / -22.69 eV
Frontier orbital gap (alpha / beta)   4.452 / 5.102 eV
Total energy   -896.33248 hartree

Structure (ORCA input):
```
! wB97M-V def2-TZVPD RIJCOSX def2/J DEFGRID3
* xyz 3 6
O -1.48137 -3.52285 -0.01943
C -1.05408 -3.24743 -1.07013
Ir 0.77462 0.28978 -1.24768
O 2.03368 -2.15090 0.39722
C 1.49033 -1.31663 -0.20493
C 2.31533 1.44001 -0.80107
O 3.22653 2.03360 -0.39973
C -0.40476 1.73337 -1.98963
O -1.14838 2.55821 -2.29033
C 1.35939 -0.70121 -2.86012
O 1.76114 -1.40921 -3.68364
H -0.02798 -3.24378 -1.69633
N -1.30406 1.65287 2.15155
C -1.25431 0.35394 2.58946
C -0.69647 -0.37692 1.58516
N -0.38880 0.49947 0.55586
C -0.79438 1.71045 0.90556
H -1.66704 2.45505 2.63918
H -1.56917 0.03249 3.54622
H -0.49814 -1.42255 1.57801
H -0.67211 2.63223 0.31479
*
```

=====

C6H11NO | wB97M-V/def2-TZVPD

Energy above the lowest of the compared OMol25 structures with the same formula, charge and spin   888.67 kJ/mol
HOMO level (alpha / beta)   -8.01 / -8.01 eV
Frontier orbital gap (alpha / beta)   8.428 / 8.428 eV
Total energy   -364.89299 hartree

Structure (ORCA input):
```
! wB97M-V def2-TZVPD RIJCOSX def2/J DEFGRID3
* xyz 0 1
C -0.20753 1.33723 -0.00423
C -0.33486 -1.21704 1.26813
C 0.05012 0.27237 -1.08686
C 1.06472 1.69376 0.58707
C -0.41773 -2.23034 2.36151
C -0.09138 1.05180 -2.35734
N -1.00154 -0.72159 -0.98788
O -1.13016 -1.39606 0.28379
H 1.03235 -0.21907 -0.91938
H 1.14293 2.28767 1.58053
H 1.42067 2.40647 -0.19730
H 1.85772 0.88153 0.50089
H -0.40158 -1.73751 3.42233
H 0.52313 -2.70019 2.40156
H -1.19743 -3.02616 2.09036
H 0.68469 1.82206 -2.40291
H -1.15496 1.36167 -2.18659
H 0.03638 0.45241 -3.13814
H -1.87554 -0.31900 -1.21554
*
```

=====

C4H6N2O2 | wB97M-V/def2-TZVPD

SMILES string   O=CC(=O)NN1CC1
Energy above the lowest of the compared OMol25 structures with the same formula, charge and spin   590.67 kJ/mol
HOMO level   -9.42 eV
Frontier orbital gap   9.271 eV
Total energy   -415.81564 hartree

Structure (ORCA input):
```
! wB97M-V def2-TZVPD RIJCOSX def2/J DEFGRID3
* xyz 0 1
C 1.55888 0.19237 -1.78108
C 1.01395 -0.19770 -0.21614
C -2.18769 0.35594 1.41888
C -1.24893 -0.36775 2.02941
H 2.63219 0.01681 -1.89458
H -0.80854 0.22038 -1.11118
H -2.12624 1.28720 1.23415
H -3.22690 -0.03295 1.20460
H -1.10882 -1.26627 2.64178
H -0.47193 0.15958 2.25546
N -0.38515 0.26102 -0.00908
N -1.41376 -0.50341 0.55530
O 1.05380 0.83455 -2.65561
O 1.80689 -0.65770 0.54809
*
```

=====

C11H14N2O2 | wB97M-V/def2-TZVPD

SMILES string   N/C=C1\C=CC=C[C@@]12CC[C@@]2(N)C(=O)O
Energy above the lowest of the compared OMol25 structures with the same formula, charge and spin   190.72 kJ/mol
HOMO level   -7.54 eV
Frontier orbital gap   8.146 eV
Total energy   -687.45169 hartree

Structure (ORCA input):
```
! wB97M-V def2-TZVPD RIJCOSX def2/J DEFGRID3
* xyz 0 1
C 2.04522 -1.03503 1.04766
C 0.86070 -1.83269 1.26112
C 1.91958 -0.00341 0.22493
C -0.16585 -1.81896 0.35816
C 0.60766 0.38212 -0.29189
C -0.06008 -0.84600 -0.73585
C -1.82127 0.76183 0.86504
C 0.55751 1.59486 -1.20186
C -0.10368 2.53054 -0.23104
C -0.30664 -1.22443 -2.00792
C -0.32029 1.29642 0.74347
N -0.73831 -2.44603 -2.50701
N 0.26267 1.57237 2.10661
O -2.17223 0.05156 1.92359
O -2.56129 1.02903 -0.09370
H 2.99744 -1.37181 1.51637
H 0.90435 -2.44045 2.15230
H 2.77302 0.65929 -0.05107
H -1.05890 -2.53323 0.28272
H 1.36510 1.92798 -1.66002
H -0.24409 1.27551 -2.00154
H 0.52358 3.13905 0.33698
H -0.87074 3.07109 -0.62454
H -0.06883 -0.55602 -2.85991
H -1.19788 -2.48568 -3.40614
H -1.10365 -3.14588 -1.85431
H -3.15300 -0.01952 1.83635
H 1.32631 1.44931 2.04063
H -0.19638 1.01818 2.83086
*
```

=====

C3H8NOP | wB97M-V/def2-TZVPD

<S²>   2.0026
Energy above the lowest of the compared OMol25 structures with the same formula, charge and spin   341.39 kJ/mol
HOMO level (alpha / beta)   -4.77 / -9.49 eV
Frontier orbital gap (alpha / beta)   5.727 / 6.942 eV
Total energy   -590.20852 hartree

Structure (ORCA input):
```
! wB97M-V def2-TZVPD RIJCOSX def2/J DEFGRID3
* xyz 0 3
C 1.28726 -1.57408 0.62474
C -1.91282 1.06214 0.14555
C 1.14793 0.73686 -0.24311
N 1.56994 -0.68664 -0.18109
O -1.38015 1.80006 -0.98491
P -0.04868 1.08120 -1.66005
H 1.83847 -2.52805 0.49075
H 0.60039 -1.34717 1.58082
H -1.18048 1.04338 0.86329
H -2.26065 0.13249 -0.19799
H -2.74495 1.59456 0.62999
H 0.65516 1.15252 0.68597
H 2.11274 1.25679 -0.50351
H -0.81269 -0.10374 -1.80580
*
```

=====

C16H13ClN4O3S3 | wB97M-V/def2-TZVPD

Energy above the lowest of the compared OMol25 structures with the same formula, charge and spin   0.00 kJ/mol
HOMO level   -9.01 eV
Frontier orbital gap   7.298 eV
Total energy   -2716.97459 hartree

Structure (ORCA input):
```
! wB97M-V def2-TZVPD RIJCOSX def2/J DEFGRID3
* xyz 0 1
O 1.12655 0.03750 -2.02972
O -2.54421 0.66828 0.52176
O -3.90939 1.69781 -1.24858
Cl -1.18939 5.56136 1.03649
N -1.92833 -4.24385 -1.73600
N -1.21093 -2.05316 -0.80965
S -0.61076 -3.65318 -0.85513
S 1.76329 -2.19283 2.14794
C 1.08229 0.29002 -0.81633
C 0.65797 3.57633 1.09993
C 1.18272 2.32005 0.66649
C -1.16262 3.31626 -0.46308
C -4.64300 -2.31931 -3.00245
C -4.36801 -1.10123 -2.36959
C -0.50315 4.05749 0.50289
C 0.51720 1.58220 -0.35026
C -0.66661 2.06776 -0.86663
C -3.84727 -3.42009 -2.78161
C -3.17530 -0.92325 -1.63863
C -2.70014 -3.23788 -1.98669
C -2.31079 -2.00479 -1.45359
N 1.63903 -0.60155 0.09373
N -1.41931 1.26622 -1.71901
C 1.05922 -0.68211 1.42748
C 2.89294 -2.55759 0.76635
C 2.43926 -1.75237 -0.40343
S -2.84161 0.73385 -0.93482
H 1.12499 4.19243 1.86136
H 2.07909 1.94828 1.15076
H -2.10201 3.67819 -0.89681
H -5.51590 -2.42841 -3.64881
H -5.01623 -0.25309 -2.58114
H -4.11405 -4.36377 -3.22565
H -0.88573 0.51176 -2.11792
H 1.32157 0.20817 1.98353
H -0.02475 -0.82379 1.30675
H 2.85975 -3.63998 0.55837
H 3.91949 -2.28385 1.06482
H 1.87339 -2.39272 -1.06817
H 3.33008 -1.43175 -0.93529
*
```

=====

C16H16BF4N7OS2Zr | wB97M-V/def2-TZVPD

Energy above the lowest of the compared OMol25 structures with the same formula, charge and spin   149.50 kJ/mol
HOMO level   -7.60 eV
Frontier orbital gap   6.726 eV
Total energy   -2345.99689 hartree

Structure (ORCA input):
```
! wB97M-V def2-TZVPD RIJCOSX def2/J DEFGRID3
* xyz 0 1
Zr 0.23464 0.63995 -0.24672
C -3.85076 -0.92465 0.80078
C -2.71706 -0.02285 0.41938
N -1.51076 -0.16065 0.89478
N -1.22306 -1.16245 1.73688
C -0.08326 -1.00925 2.39228
N 0.36924 -2.02375 3.15588
S 0.77474 0.46465 2.45678
C -2.90606 1.14595 -0.42062
C -4.13686 1.51505 -0.97932
C -4.23286 2.70675 -1.66842
C -3.11366 3.52215 -1.75782
C -1.92156 3.07635 -1.20512
N -1.80606 1.91915 -0.56762
H -3.53626 -1.51025 1.66098
H -4.09696 -1.61075 -0.01052
H -4.73576 -0.34915 1.06398
H 0.03284 -2.96005 3.01098
H 1.25104 -1.88395 3.61948
H -4.99826 0.87935 -0.86292
H -5.16976 3.00825 -2.11272
H -3.17256 4.47695 -2.25042
H -1.01946 3.67925 -1.24532
N 3.21384 4.01255 -0.17852
C 2.47164 2.89415 0.03358
S 0.85104 3.11535 0.57448
N 3.08034 1.75625 -0.14932
N 2.38704 0.59295 -0.05532
C 3.10144 -0.43555 0.29218
C 2.63294 -1.78485 0.38628
C 3.51234 -2.77955 0.84168
C 3.13324 -4.10005 0.90958
C 1.85364 -4.46915 0.50168
C 0.96124 -3.52045 0.05758
C 1.31194 -2.15705 -0.00492
O 0.43784 -1.27745 -0.41152
H 2.88624 4.86575 0.23968
H 4.20894 3.88525 -0.26842
H 4.15574 -0.24545 0.51058
H 4.50314 -2.47905 1.15228
H 3.83214 -4.84325 1.26078
H 1.55824 -5.50715 0.54368
H -0.03326 -3.79455 -0.26352
F -0.85746 0.01915 -2.21782
B 0.31184 0.53785 -2.86042
F 0.12184 0.79285 -4.14833
F 0.54514 1.76335 -2.09372
F 1.38734 -0.25815 -2.53662
*
```

=====

C17H26F3INO9 | wB97M-V/def2-TZVPD

HOMO level   -13.02 eV
Frontier orbital gap   9.998 eV
Total energy   -1992.36867 hartree

Structure (ORCA input):
```
! wB97M-V def2-TZVPD RIJCOSX def2/J DEFGRID3
* xyz 1 1
C 1.92990 1.47581 -1.64113
C 0.35889 1.28521 -1.56247
I -0.08620 1.10050 0.57795
C -0.24920 2.54983 -2.19811
N -1.73228 2.53972 -2.47550
C -2.52500 3.17911 -1.35574
C -3.92738 2.54708 -1.16993
C -3.74352 1.07577 -0.72452
C -2.87093 0.33599 -1.79481
C -2.30643 1.23325 -2.91762
H 2.43913 0.55488 -1.93310
H 2.29530 1.77335 -0.65254
H 2.17284 2.31503 -2.30753
H 0.14960 0.35131 -2.08613
H -0.03881 3.38950 -1.52420
H 0.25950 2.75805 -3.14784
H -1.86096 3.17185 -3.25988
H -1.96685 3.19781 -0.41760
H -2.68317 4.23229 -1.63447
H -4.51487 2.66940 -2.08535
H -4.40842 3.12474 -0.37015
H -4.73421 0.61400 -0.63548
H -3.25141 0.96570 0.24802
H -2.08771 -0.28303 -1.34274
H -3.53122 -0.38483 -2.29879
H -3.11247 1.43411 -3.63389
H -1.54778 0.68850 -3.49221
C -6.28862 0.48768 2.99829
C -7.24597 1.64131 3.11599
O -7.34094 2.10056 1.77545
C -7.11782 1.02145 0.98207
O -7.37527 0.97715 -0.17470
O -6.56840 -0.00103 1.68245
F -6.73914 2.63318 3.88822
H -5.24676 0.81081 3.05352
H -6.46030 -0.28212 3.74760
H -8.23932 1.36901 3.47846
C 3.39426 -1.70945 0.82945
C 4.06120 -1.97547 -0.48865
O 4.86104 -0.81773 -0.67205
C 5.17764 -0.36820 0.57366
O 6.03265 0.41156 0.80731
O 4.38287 -0.94013 1.51737
F 3.15019 -2.04728 -1.49995
H 2.48581 -1.11618 0.71212
H 3.15737 -2.62151 1.37435
H 4.69545 -2.86301 -0.50168
C 6.17595 -4.03735 2.40801
C 7.66603 -4.22885 2.34507
O 7.80240 -5.28693 1.40953
C 6.73985 -5.20382 0.56890
O 6.66147 -5.75111 -0.47396
O 5.77025 -4.39575 1.08047
F 8.16714 -4.62518 3.53885
H 5.70274 -4.70892 3.12715
H 5.89299 -3.01175 2.64219
H 8.21889 -3.35587 1.99030
*
```

=====

C12H15N3O7 | wB97M-V/def2-TZVPD

SMILES string   CC(=O)[C@@H](O)[C@@H](O)N(CCc1ccc(O)c([N+](=O)[O-])c1)N=O
HOMO level   -9.57 eV
Frontier orbital gap   8.447 eV
Total energy   -1157.02050 hartree

Structure (ORCA input):
```
! wB97M-V def2-TZVPD RIJCOSX def2/J DEFGRID3
* xyz 0 1
O -0.07345 1.60399 4.08691
O 2.59077 -0.75206 0.26486
O -4.93682 -1.38236 -1.95382
O -4.60694 -1.21020 -4.08689
N -0.65505 0.75167 3.36515
O -2.04196 -1.61930 -4.87256
O 2.44743 1.91915 2.76861
O 1.70031 -0.44329 4.25504
C 2.79736 0.34543 0.80419
C -0.49164 -0.87198 -3.30304
C -0.13987 -0.34847 -2.03322
C -2.47629 -0.33951 -1.39487
C -1.82934 -1.08699 -3.60816
C -2.86728 -0.85683 -2.67812
C -1.14834 -0.04764 -1.07647
N 0.18287 0.06042 2.51810
N -4.19861 -1.18180 -2.93249
C 3.09641 1.52625 -0.07899
C 2.69656 0.54264 2.32342
C -0.73654 0.58996 0.24150
C -0.46765 -0.46187 1.27600
C 1.55656 -0.37642 2.85266
H -3.00427 -1.51075 -5.10628
H 1.51003 2.01734 3.07580
H 1.00170 0.11452 4.62733
H 0.27496 -1.15243 -4.02733
H 0.88014 -0.18583 -1.75502
H -3.25628 -0.15530 -0.67481
H 3.96144 2.08839 0.31638
H 3.24710 1.17756 -1.10663
H 2.21629 2.22050 -0.14138
H 3.61613 0.16100 2.73700
H 0.19828 1.14654 0.02752
H -1.46513 1.28921 0.61410
H -1.42348 -0.93614 1.45374
H 0.16466 -1.26047 0.84731
H 1.67994 -1.37492 2.37450
*
```